DFT (ωB97M-V with the def2-TZVPD basis set) results for an isolated molecule of C16H14BrNO5S in a non-equilibrium geometry.

Atoms and positions in Å:
Br -2.09874 -1.79250 1.61143
S -2.19970 2.16888 1.58107
O 2.29093 1.01473 1.53410
O 4.16215 -1.95930 1.39522
O -0.44192 1.06057 -1.67806
O -1.50478 -1.95403 -1.27309
O 3.79120 1.16624 -0.30321
N 0.26044 2.20157 -0.09809
C -2.01130 1.47558 0.17519
C -0.76074 1.57814 -0.50238
C 0.65737 -1.38082 1.30410
C 0.79256 -2.05735 -1.46506
C 1.81357 -1.54204 0.92840
C 1.61647 2.35620 -0.39717
C 3.11474 0.36020 2.23178
C -3.87304 1.36332 1.52017
C 3.05349 -0.99078 1.38089
C -0.41008 -1.90026 -0.69046
C -4.11450 1.00611 0.31634
C 1.88064 -1.77135 -0.55035
C -0.52599 -1.63863 0.62585
C -3.09693 1.08094 -0.78441
C -1.68464 -2.01807 -2.57019
C 2.61635 1.39248 0.31174
H -3.11490 0.60914 -1.58417
H 2.57636 0.13260 3.31057
H -4.59941 1.68156 2.47922
H -1.23305 -2.86268 -2.83084
H 0.09815 2.51024 0.80199
H 0.85832 -1.83405 -2.33956
H 2.85414 -1.76145 -1.10637
H 1.66194 2.01939 -1.53789
H -1.27361 -1.08524 -3.21178
H -5.14600 0.58558 0.15057
H -2.64327 -2.07081 -2.89784
H 4.09827 0.65658 2.15519
H 1.97041 3.22056 -0.50063
H 0.56509 -1.02123 2.50771

Forces on atoms 1 to 2 (eV/Å):
Br -0.419 0.167 -0.116
S -3.182 -0.628 3.685

Summary:
Calculated total energy, Ha: -4020.75115
HOMO, eV: -8.3
Frontier orbital gap, eV: 7.74